28
Properties=species:S:1:pos:R:3:mulliken_charge:R:1 method="wB97M-V/def2-TZVPD" molar_mass_g_mol=261.2 orbital_gap_ev=6.89 largest_force_ev_per_a=5.61 total_charge=+1
Br -0.137 -1.815 -1.065 -0.261
S -2.076 0.468 -0.815 0.211
N 2.419 0.038 -1.459 0.013
C -0.664 -0.371 0.239 -0.195
C 2.012 0.908 -0.353 -0.043
C -3.180 1.595 0.159 -0.445
C -3.435 -0.691 -1.030 -0.426
C 3.558 -0.564 -1.272 -0.156
C -4.526 -0.261 -0.372 -0.317
C -4.395 1.058 0.199 -0.330
C -1.073 -0.935 1.546 -1.412
C 4.164 -0.296 0.076 -0.539
C 3.165 0.646 0.769 -0.541
H 4.167 -1.234 0.524 0.299
H 1.019 0.714 0.179 0.094
H -0.328 -1.483 2.027 0.514
H 3.703 1.654 0.987 0.262
H 1.750 -0.332 -2.120 0.251
H 2.804 0.282 1.730 0.351
H -1.148 -0.174 2.188 0.416
H -5.543 -0.789 -0.311 0.322
H 5.228 0.037 0.335 0.340
H 1.805 1.809 -0.852 0.406
H -2.682 2.479 0.377 0.471
H -5.214 1.543 0.600 0.489
H -3.191 -1.465 -1.641 0.540
H -2.065 -1.587 1.466 0.264
H 3.864 -1.231 -2.113 0.424